Record 1
62
Properties=species:S:1:pos:R:3:forces:R:3:mulliken_charge:R:1 method="wB97M-V/def2-TZVPD" homo_energy_ev=-8.813 smiles="C[C@]12CCC(=O)N1[C@H](C(=O)OCC(=O)Nc1cccc(S(=O)(=O)N3CCCCCC3)c1)CS2" lumo_energy_ha=0.0197 gap_ev=9.35 relative_energy_kcal_mol=0.0
S 2.260767 -1.376820 1.388199 -0.100 -0.252 -0.077 1.187
S -5.491953 -2.222848 0.272711 0.217 0.076 -0.127 -0.196
O -1.511564 -0.243338 -1.399985 0.238 0.204 -0.419 -0.825
O -1.313251 4.518284 0.618215 -0.026 0.247 0.081 -0.653
O -3.899756 1.759147 1.105621 0.042 0.106 -0.031 -0.623
O 1.052685 -2.148505 1.241321 0.153 0.245 -0.151 -0.687
O -3.414005 2.153170 -1.055235 0.119 0.108 -0.456 -0.373
O 3.107998 -1.650425 2.510289 0.181 0.346 -0.053 -0.776
N -0.894419 2.366404 -0.028882 -0.006 -0.393 -0.297 -0.039
N -3.292044 -0.946552 -0.184271 -0.074 0.037 0.012 0.203
N 3.154624 -1.610978 0.018996 -0.592 -0.075 0.909 0.152
C -2.081866 -1.106521 -0.756840 -0.035 -0.202 0.150 0.322
C 1.966604 2.548845 2.326727 0.037 -0.230 -0.061 -0.781
C -2.822205 -3.205297 0.153164 -0.023 -0.095 -0.111 -1.118
C 2.408128 1.235586 2.288424 0.156 -0.019 0.154 -0.167
C 4.542540 -1.222798 0.060744 0.554 0.378 0.386 -1.151
C 0.231259 2.048791 0.734024 0.381 -0.083 0.238 0.216
C 2.559184 -0.369328 -2.086171 0.191 -0.242 -0.111 -0.085
C 3.958746 -0.155179 -2.664387 -0.058 0.234 0.064 -0.947
C -2.939091 3.458202 -0.755595 -0.014 0.522 0.342 -0.605
C -3.858978 1.413623 -0.042665 -0.262 -0.335 0.156 0.335
C 4.923059 0.592180 -1.736549 -0.053 -0.053 0.046 -0.835
C 2.468507 -1.647762 -1.246836 -0.530 0.132 -0.386 -0.383
C 0.690442 0.733693 0.677923 -0.132 0.069 -0.045 -0.653
C -1.621101 3.506404 0.032425 -0.453 -0.214 -0.320 0.702
C 1.759323 0.345833 1.454009 0.122 -0.488 0.090 0.093
C 4.786049 0.259317 -0.247100 0.110 -0.107 -0.198 -0.004
C -3.482344 -1.740740 2.127670 -0.050 -0.061 -0.079 -1.340
C -5.604960 -0.414944 0.071475 -0.069 -0.314 0.316 -0.844
C -1.588229 -2.492812 -0.414261 0.108 -0.160 0.108 -0.061
C 0.888479 2.959645 1.560409 -0.068 0.174 -0.004 -0.542
C -4.286583 0.035276 -0.554564 0.148 0.375 -0.264 0.027
C -3.697893 -2.052534 0.653097 -0.598 -0.271 0.270 0.640
H -6.462600 -0.191984 -0.557498 0.030 0.085 -0.016 0.513
H 3.227809 0.884922 2.894318 0.110 0.030 0.113 0.546
H 0.540636 3.977810 1.611064 0.005 0.001 -0.012 0.558
H 0.204980 0.011509 0.044110 -0.157 -0.037 -0.113 0.330
H -2.574476 -3.899009 0.952520 -0.020 -0.020 0.037 0.422
H -3.345632 -3.751781 -0.633164 0.021 0.028 0.030 0.370
H 3.883060 0.411054 -3.595126 0.046 -0.090 -0.045 0.393
H -3.934330 -0.787601 2.392960 -0.029 0.064 0.031 0.365
H 1.845060 -0.474334 -2.905192 -0.068 0.024 0.031 0.478
H 1.428587 -1.875610 -1.012650 0.001 -0.086 -0.242 -0.189
H -1.229079 1.603379 -0.618561 -0.087 0.160 0.073 0.172
H 4.378516 -1.130519 -2.919782 0.015 -0.045 -0.095 0.326
H 2.255332 0.495180 -1.495382 -0.106 0.055 -0.006 0.039
H -5.738926 0.040698 1.053725 0.012 0.085 -0.140 0.378
H 5.701340 0.575304 0.257043 -0.031 0.045 0.081 0.482
H -2.799697 3.951852 -1.719939 -0.009 -0.072 0.133 0.351
H 5.103134 -1.857625 -0.631320 -0.039 -0.086 0.044 0.491
H 2.460135 3.262522 2.968352 0.035 0.059 0.064 0.415
H -3.923753 -2.524768 2.737592 0.013 -0.063 0.074 0.385
H 4.772428 1.667903 -1.852029 0.072 0.018 -0.051 0.351
H 4.868355 -1.446067 1.077864 0.233 -0.033 -0.203 0.395
H -1.185492 -2.976243 -1.303572 0.025 0.069 -0.012 0.458
H 3.966559 0.834014 0.187463 0.103 0.034 0.014 -0.052
H 5.942698 0.372997 -2.060963 0.047 0.088 -0.011 0.324
H -3.681797 4.007716 -0.167566 0.195 -0.072 -0.087 0.358
H -4.341922 0.084763 -1.649939 -0.011 -0.052 0.217 0.410
H -0.777756 -2.423639 0.318128 -0.107 0.067 -0.153 0.048
H 2.873848 -2.484579 -1.830220 -0.064 0.039 0.053 0.425
H -2.415151 -1.684898 2.335676 0.152 0.046 0.057 0.268


Record 2
58
Properties=species:S:1:pos:R:3:forces:R:3:mulliken_charge:R:1 method="wB97M-V/def2-TZVPD" homo_energy_ev=-2.613 lumo_energy_ha=0.1073 total_charge=-1 gap_ev=5.53
Pd 1.062479 0.226883 -0.204175 0.677 -0.462 0.636 0.092
Si -0.107164 -0.214646 3.140024 -0.310 -0.429 0.869 0.342
O 0.311844 0.646804 1.904686 0.110 0.340 -0.731 -0.731
N 2.186293 -0.690517 -1.676880 -0.198 -0.016 0.059 -0.813
N -0.074894 -2.074083 -0.324743 -0.355 -0.138 0.028 0.937
N -1.293898 0.040247 -1.619688 -0.341 -0.005 -0.121 1.435
N 0.239066 2.349254 -1.081370 -0.643 0.479 -0.019 0.293
C 0.033557 -4.269846 0.596442 0.055 0.004 0.023 -0.799
C -1.305830 -2.312213 -0.745830 0.100 -0.044 0.014 0.549
C -1.585491 3.397580 0.059028 -0.079 0.115 0.100 -0.978
C 0.583706 -3.027878 0.321678 -0.017 -0.104 -0.044 -0.674
C 1.657384 -0.085840 -2.773503 0.082 0.236 -0.502 0.783
C -1.620516 -1.373030 2.903994 0.135 0.117 -0.152 -0.887
C 3.113808 0.034714 -0.975651 0.012 -0.060 0.226 0.058
C -0.782678 4.447662 0.458083 0.000 -0.093 -0.079 -0.431
C -1.248614 -4.533356 0.136120 -0.036 0.061 -0.049 -0.481
C 2.205789 1.042478 -3.349809 -0.123 -0.273 -0.087 -0.504
C -1.041358 2.364602 -0.697441 0.222 -0.037 -0.138 0.973
C -1.926965 -3.545024 -0.555607 -0.004 -0.085 0.002 -0.745
C 3.700613 1.211899 -1.499945 0.038 0.261 -0.355 -0.659
C -0.654184 0.847983 4.633527 0.043 -0.042 -0.103 -1.155
C -1.956524 1.214772 -1.082100 0.191 -0.085 0.000 -1.452
C -0.831720 0.206451 -2.994910 0.134 -0.170 0.050 -1.149
C 0.386761 -0.678737 -3.343068 -0.097 0.209 0.253 -1.183
C 1.228616 -1.361233 3.902534 -0.061 0.170 -0.165 -1.029
C -2.062862 -1.176923 -1.417727 0.227 0.119 0.072 -1.821
C 1.002229 3.380118 -0.698722 0.035 -0.032 0.008 -0.023
C 3.281389 1.687751 -2.718691 0.144 -0.001 0.290 -0.584
C 0.550227 4.434466 0.070829 -0.026 0.039 0.031 -0.863
H -0.921955 0.220112 5.490290 -0.003 0.005 -0.003 0.307
H 2.031347 3.343638 -1.030458 0.050 -0.071 -0.007 0.118
H 4.485944 1.712265 -0.946183 0.016 -0.055 0.031 0.372
H -2.630154 3.360987 0.347252 0.009 -0.035 0.005 0.391
H 0.591923 -5.006344 1.159254 0.018 -0.002 -0.031 0.410
H -2.918248 -0.965771 -0.769619 -0.030 0.029 -0.049 0.526
H 2.109155 -0.781231 4.195523 -0.013 0.004 -0.019 0.296
H 1.229793 5.223773 0.364776 0.008 -0.004 -0.024 0.397
H -2.476903 -1.540096 -2.370058 -0.008 -0.040 0.000 0.327
H -1.183526 5.255320 1.057812 0.004 -0.017 0.025 0.382
H 1.560605 -2.127677 3.199494 0.019 -0.035 -0.083 0.231
H 3.742770 2.559239 -3.169196 -0.003 0.019 0.031 0.348
H 0.453832 -0.750940 -4.431858 0.013 0.012 -0.015 0.560
H -2.734899 1.591033 -1.772465 -0.016 0.050 0.036 0.286
H 0.140482 1.530071 4.949241 0.001 0.001 -0.024 0.295
H -2.926973 -3.720694 -0.936663 -0.010 0.029 0.019 0.431
H 1.782103 1.432119 -4.269217 -0.001 0.001 0.009 0.331
H -1.528803 1.451745 4.372706 0.015 0.018 -0.006 0.254
H 0.849410 -1.871644 4.793770 -0.038 0.027 -0.001 0.317
H -2.513961 -0.785434 2.663987 0.017 0.003 -0.009 0.255
H 1.593801 -2.769053 0.618546 0.006 0.005 0.051 0.423
H -2.452465 0.918225 -0.156569 -0.039 0.005 -0.018 0.497
H 3.631275 -0.502811 -0.188016 0.017 -0.013 -0.027 0.482
H -1.657253 -0.004596 -3.700018 -0.002 0.002 0.022 0.474
H -1.834085 -1.943201 3.813745 0.021 0.025 0.029 0.443
H -0.534510 1.246049 -3.122920 -0.018 0.018 -0.020 0.517
H 0.240906 -1.679791 -2.936586 0.049 -0.056 -0.050 0.331
H -1.467908 -2.089882 2.092086 0.006 0.001 0.002 0.127
H -1.712741 -5.495764 0.314281 -0.008 0.002 0.012 0.372


Record 3
59
Properties=species:S:1:pos:R:3:forces:R:3:mulliken_charge:R:1 method="wB97M-V/def2-TZVPD" homo_energy_ev=-7.609 smiles="O=C(CCC(=O)N1CCN(c2ccccc2)CC1)Nc1nnc(C2CCCCC2)s1" lumo_energy_ha=0.0187 gap_ev=8.12 relative_energy_kcal_mol=0.0
S 2.851072 -1.910553 0.335533 -0.231 0.671 -0.450 -0.277
O 2.986980 1.550071 1.792547 0.266 -0.134 0.228 -0.674
O 6.232004 1.583309 -0.209555 0.196 0.137 0.078 -0.638
N 1.254978 -0.600410 -1.156629 -1.255 -0.628 -0.185 -0.641
N 2.367900 0.127901 -1.136219 1.209 0.819 -0.169 -0.068
N 1.228929 2.249648 0.595815 -0.332 -0.005 0.230 0.292
N -1.609857 2.149825 0.126455 0.149 0.026 0.002 0.381
N 4.553949 0.117543 -0.213513 0.743 -0.436 0.260 0.002
C 0.614748 -4.025572 -0.877590 -0.360 0.040 -0.209 -0.843
C -3.402350 1.409543 -1.326372 0.169 0.009 -0.067 -0.419
C 3.306303 -0.380938 -0.411932 -0.678 -0.980 0.201 0.306
C -4.749850 1.198465 -1.544028 -0.112 0.001 0.023 -0.769
C 0.190573 -2.653660 -0.339112 0.144 -0.255 0.195 0.428
C 5.075473 1.371887 -0.476456 -0.121 0.118 -0.293 0.249
C -3.894697 2.162401 0.896801 0.058 -0.028 0.126 -0.433
C 2.543484 2.245899 0.892678 -0.037 0.453 -0.061 0.659
C -5.237487 1.937682 0.669979 -0.036 -0.042 -0.011 -0.649
C -0.970667 -5.147538 0.706428 -0.277 0.098 -0.179 -0.663
C 4.145485 2.402805 -1.063317 0.068 0.245 -0.045 -0.457
C -1.392243 -3.785524 1.248577 0.233 -0.132 0.198 -0.854
C -0.529163 -5.025278 -0.748537 0.252 -0.148 0.188 -0.723
C -5.678879 1.456145 -0.550929 -0.163 -0.035 -0.057 -0.495
C 3.452307 3.159466 0.085274 0.008 -0.140 0.064 -0.923
C 0.331317 1.466307 1.422932 -0.058 -0.106 0.339 -0.645
C -1.045936 2.116724 1.457593 0.117 0.044 0.186 -1.063
C -2.943937 1.899010 -0.097575 -0.148 0.064 -0.032 0.872
C -0.250810 -2.782283 1.124024 -0.359 0.067 -0.166 -0.523
C 1.302638 -1.681253 -0.469394 0.409 -0.181 0.253 -0.005
C 0.609606 2.901962 -0.538662 -0.121 0.185 -0.290 -0.942
C -0.648155 2.139794 -0.952461 0.141 -0.039 -0.223 -1.028
H -2.703163 1.176301 -2.113539 0.099 -0.018 -0.063 0.360
H -0.644368 -2.272196 -0.936752 0.087 0.042 0.013 0.311
H -0.207231 -5.998136 -1.124481 -0.064 -0.005 -0.076 0.377
H 3.412840 1.927133 -1.712754 0.110 0.157 -0.006 0.387
H -1.800603 -5.851904 0.785407 0.038 -0.062 0.055 0.337
H 0.915834 -3.930826 -1.923102 0.103 0.009 0.027 0.312
H 4.222777 3.520320 0.770653 -0.132 0.008 -0.011 0.475
H 4.754214 3.109293 -1.629884 0.035 -0.125 0.068 0.432
H 5.185181 -0.472414 0.317275 -0.038 0.236 -0.133 0.211
H -5.948827 2.152278 1.454706 -0.044 0.024 0.062 0.366
H -0.143435 -5.535834 1.304912 0.032 -0.072 0.058 0.321
H 2.907156 4.015279 -0.308941 0.032 0.015 -0.025 0.372
H -1.691605 1.530868 2.117115 0.057 0.059 -0.029 0.745
H -1.372314 -4.692352 -1.357808 -0.048 -0.022 -0.073 0.345
H -6.730312 1.287141 -0.725829 -0.087 -0.014 -0.017 0.380
H -3.584216 2.566992 1.847779 0.050 0.053 0.073 0.397
H 0.599279 -3.115489 1.724821 0.041 0.019 0.081 0.424
H 0.343035 3.936878 -0.283976 0.023 -0.048 -0.132 0.233
H 0.764711 1.408808 2.424347 -0.121 -0.025 -0.126 0.496
H 0.244692 0.446548 1.029081 0.017 0.032 0.083 -0.035
H -5.075846 0.818855 -2.501971 -0.012 -0.031 -0.071 0.366
H -0.958310 3.131134 1.874380 -0.024 -0.117 0.112 0.181
H 1.477214 -4.379826 -0.307178 0.079 -0.044 -0.013 0.351
H -0.569621 -1.807707 1.501238 0.099 0.024 0.039 0.100
H -1.085775 2.644260 -1.818165 0.077 -0.034 0.018 0.659
H 1.295088 2.907156 -1.385941 -0.036 0.022 0.014 0.551
H -1.685655 -3.875006 2.296088 -0.091 0.037 -0.011 0.376
H -0.357981 1.120649 -1.248152 -0.075 0.165 -0.067 0.338
H -2.256468 -3.421563 0.688306 -0.083 0.028 0.014 0.371